DFT (wB97M-V/def2-TZVPD) results for C5H11NO2 in the gas phase at a distorted geometry.

CARTESIAN COORDINATES (ANGSTROEM)
C: -0.36 0.68 0.01
C: -1.72 0.14 0.04
C: -0.05 2.02 0.58
C: 0.71 -0.32 -0.48
N: 1.03 -0.38 0.99
C: 0.24 -1.60 -0.99
O: 1.72 0.25 -1.28
O: 0.04 -2.55 0.05
H: 1.41 1.11 -1.59
H: -0.59 -3.20 -0.25
H: 1.85 0.17 1.20
H: 1.04 -1.34 1.32
H: 0.80 -1.98 -1.84
H: -1.84 -0.64 0.80
H: -0.69 2.75 0.07
H: -2.47 0.92 0.21
H: -1.84 -0.42 -0.92
H: -0.28 2.08 1.65
H: 0.99 2.32 0.43

## Properties
HOMO-LUMO gap (alpha / beta), eV: 8.63 / 5.88
2S+1: 1
HOMO level (alpha / beta), eV: -7.83 / -5.72
Molar mass, g mol⁻¹: 117.15
E_LUMO (alpha / beta), eV: 0.80 / 0.15

Atom charges from the natural (NBO) analysis, given in e for atoms 1 to 2: 0.12, -0.68


DFT (wB97M-V/def2-TZVPD) results for a 2-piece molecular cluster, C5H11NO2 overall at a distorted geometry.

CARTESIAN COORDINATES (ANGSTROEM)
C: -1.01 0.53 -0.47
C: 1.63 -1.58 -0.23
C: -2.38 0.29 -1.00
C: -0.21 -0.20 1.54
C: 1.10 -0.18 -0.14
O: -0.02 -0.08 -1.08
O: 1.36 2.07 -0.17
N: 1.98 0.78 -0.06
H: 2.12 2.65 -0.12
H: -0.81 1.44 0.06
H: 0.86 -2.30 0.03
H: 1.98 -1.78 -1.24
H: 2.47 -1.69 0.46
H: -2.67 1.11 -1.66
H: -2.44 -0.65 -1.53
H: 0.51 -0.83 2.06
H: -1.19 -0.66 1.68
H: -0.18 0.77 2.03
H: -3.08 0.29 -0.16

## Properties
HOMO-LUMO gap (alpha / beta), eV: 7.34 / 7.34
2S+1: 1
HOMO level (alpha / beta), eV: -7.41 / -7.41
Molar mass, g mol⁻¹: 117.15
E_LUMO (alpha / beta), eV: -0.07 / -0.07

Atom charges from the natural (NBO) analysis, given in e for atoms 1 to 2: 0.41, -0.65


DFT (wB97M-V/def2-TZVPD) results for C5H11NO2 in the gas phase at a distorted geometry.

CARTESIAN COORDINATES (ANGSTROEM)
O: -3.53 0.12 -0.38
C: -2.35 0.45 -0.34
N: -1.55 -0.20 0.57
C: -0.15 0.22 0.80
C: 0.86 -0.78 0.06
C: 2.23 -1.00 0.67
O: 3.17 -0.87 -0.37
C: -1.75 1.49 -1.26
H: -1.92 -0.92 1.15
H: 0.01 1.27 0.64
H: 0.08 -0.03 1.84
H: 0.95 -0.43 -0.96
H: 0.15 -1.58 -0.10
H: 2.34 -2.06 0.99
H: 2.40 -0.28 1.49
H: 4.00 -0.51 -0.08
H: -2.04 1.21 -2.28
H: -2.23 2.46 -1.23
H: -0.67 1.44 -1.20

## Properties
HOMO-LUMO gap, eV: 10.14
2S+1: 1
HOMO level, eV: -9.38
SMILES: CC(=O)NCCCO
Molar mass, g mol⁻¹: 117.15
E_LUMO, eV: 0.76

Atom charges from the natural (NBO) analysis, given in e for atoms 1 to 2: -0.62, 0.68


DFT (wB97M-V/def2-TZVPD) results for a 2-piece molecular cluster, C5H11NO2 overall at a distorted geometry.

CARTESIAN COORDINATES (ANGSTROEM)
C: 1.18 -2.73 -2.17
C: 2.13 -1.99 -1.49
N: 1.79 -0.95 -0.75
C: 2.68 0.20 -0.58
H: 0.13 -2.47 -2.12
H: 1.47 -3.58 -2.78
H: 3.17 -2.28 -1.47
H: 0.84 -0.64 -0.95
H: 2.42 0.74 0.32
H: 3.73 -0.08 -0.50
H: 2.56 0.85 -1.45
O: -2.51 0.09 1.38
C: -2.03 1.18 1.28
O: -2.50 2.27 1.90
C: -0.84 1.49 0.40
H: -3.19 1.98 2.51
H: -0.54 2.53 0.37
H: -1.16 1.19 -0.61
H: -0.03 0.82 0.68

## Properties
HOMO-LUMO gap (alpha / beta), eV: 9.46 / 5.85
2S+1: 2
⟨S²⟩: 0.769
HOMO level (alpha / beta), eV: -13.41 / -13.41
Molar mass, g mol⁻¹: 117.15
E_LUMO (alpha / beta), eV: -3.95 / -7.55
Charge: +1

Atom charges from the natural (NBO) analysis, given in e for atoms 1 to 2: -0.15, 0.07


DFT (wB97M-V/def2-TZVPD) results for C5H11NO2S in the gas phase at a distorted geometry.

CARTESIAN COORDINATES (ANGSTROEM)
C: -1.30 -0.18 0.56
C: -2.53 0.32 -0.16
C: -0.02 0.19 -0.22
C: 1.24 -0.40 0.42
C: 3.68 0.97 0.36
H: -1.43 -1.97 -0.36
H: -2.11 -1.99 1.14
H: -1.33 0.08 1.59
H: 0.09 1.25 -0.24
H: -0.15 -0.21 -1.23
H: 1.49 0.03 1.36
H: 1.14 -1.45 0.68
H: 4.67 1.08 -0.04
H: 3.68 0.70 1.44
H: 3.15 1.91 0.27
H: -3.59 1.93 -0.15
N: -1.23 -1.70 0.65
O: -3.15 -0.31 -0.94
O: -2.81 1.58 0.29
S: 2.76 -0.32 -0.60

## Properties
HOMO-LUMO gap, eV: 9.05
2S+1: 1
HOMO level, eV: -8.45
SMILES: CSCC[C@H](N)C(=O)O
Molar mass, g mol⁻¹: 149.22
E_LUMO, eV: 0.60

Atom charges from the natural (NBO) analysis, given in e for atoms 1 to 2: -0.17, 0.78


DFT (wB97M-V/def2-TZVPD) results for C5H11NO3 in the gas phase at a distorted geometry.

CARTESIAN COORDINATES (ANGSTROEM)
C: -2.20 -1.42 -1.09
C: -1.55 -0.31 -0.30
O: -0.08 1.14 1.69
O: -2.19 0.67 0.09
H: -0.98 1.35 1.35
H: -1.98 -1.30 -2.15
H: -3.29 -1.38 -0.94
H: -1.86 -2.39 -0.74
C: 0.94 1.67 -0.42
C: 1.90 -0.02 1.18
C: 0.62 0.56 0.59
O: 0.49 -1.30 -0.92
N: -0.22 -0.51 0.02
H: 0.67 -2.11 -0.39
H: 1.72 2.33 -0.04
H: 1.28 1.25 -1.37
H: 1.68 -0.88 1.82
H: 2.41 0.71 1.82
H: 2.60 -0.35 0.41
H: 0.06 2.30 -0.62

## Properties
HOMO-LUMO gap, eV: 10.42
2S+1: 1
HOMO level, eV: -9.86
SMILES: CC(=O)N(O)C(C)(C)O
Molar mass, g mol⁻¹: 133.15
E_LUMO, eV: 0.56

Atom charges from the natural (NBO) analysis, given in e for atoms 1 to 2: -0.70, 0.68


DFT (wB97M-V/def2-TZVPD) results for C5H11NO3 in the gas phase at a distorted geometry.

CARTESIAN COORDINATES (ANGSTROEM)
C: -1.40 -0.42 -1.90
C: -0.48 -1.30 -1.04
C: -1.03 -1.35 0.38
O: -0.05 -1.52 1.38
C: 0.77 -0.43 1.66
O: 0.34 0.78 1.05
C: 1.30 1.48 0.44
N: 1.42 2.77 0.96
O: 1.99 1.05 -0.41
H: -1.50 -0.80 -2.91
H: -2.39 -0.47 -1.48
H: -1.05 0.59 -1.90
H: -0.49 -2.29 -1.47
H: 0.53 -0.93 -1.06
H: -1.64 -2.23 0.43
H: -1.70 -0.52 0.57
H: 1.79 -0.65 1.38
H: 0.76 -0.27 2.73
H: 2.23 3.18 0.51
H: 0.59 3.30 0.68

## Properties
HOMO-LUMO gap, eV: 10.58
2S+1: 1
HOMO level, eV: -9.79
SMILES: CCCOCOC(N)=O
Molar mass, g mol⁻¹: 133.15
E_LUMO, eV: 0.78

Atom charges from the natural (NBO) analysis, given in e for atoms 1 to 2: -0.60, -0.44


DFT (wB97M-V/def2-TZVPD) results for a 3-piece molecular cluster, C5H11NO3 overall at a distorted geometry.

CARTESIAN COORDINATES (ANGSTROEM)
C: -0.26 0.42 -0.44
C: -0.08 -0.66 0.43
C: 1.75 -0.61 -0.80
C: -1.27 0.40 -1.53
C: -1.99 -0.25 1.51
N: 2.57 0.38 -0.13
O: 0.24 1.61 -0.15
O: -1.75 -0.16 2.86
O: -3.14 -0.19 1.11
H: 1.18 1.48 0.17
H: -2.61 -0.08 3.32
H: 2.94 0.03 0.75
H: 3.34 0.73 -0.69
H: 0.50 -0.56 1.33
H: -0.45 -1.63 0.14
H: 2.01 -1.65 -0.60
H: 1.68 -0.42 -1.87
H: -1.19 1.28 -2.17
H: -2.28 0.40 -1.10
H: -1.19 -0.51 -2.13

## Properties
HOMO-LUMO gap (alpha / beta), eV: 7.08 / 7.08
2S+1: 1
HOMO level (alpha / beta), eV: -6.56 / -6.56
Molar mass, g mol⁻¹: 133.15
E_LUMO (alpha / beta), eV: 0.52 / 0.52

Atom charges from the natural (NBO) analysis, given in e for atoms 1 to 2: 0.52, -0.39